[1]
{"formula": "C4H7N2O", "method": "ωB97M-V/def2-TZVPD", "total_charge": 1, "orbital_gap_ev": [8.645, 8.632], "molar_mass_g_mol": 99.1, "de_lowest_ev": 5.4417, "lumo_ev": [-5.86, -5.87], "e_tot_ha": -340.9363, "multiplicity": 1, "species": ["C", "C", "C", "C", "N", "N", "O", "H", "H", "H", "H", "H", "H", "H"], "positions_angstrom": [[-2.00849, 0.44490, -0.45771], [-0.01611, -0.64619, 0.71676], [-1.47642, -0.74453, 0.29071], [2.20878, 0.31333, -0.18291], [0.20527, 1.19748, -0.89664], [0.78425, 0.41988, -0.24839], [0.65614, -1.13167, 1.55264], [-2.26244, 1.29352, 0.23665], [-1.99721, -0.80409, 1.20616], [-1.64680, -1.48173, -0.56284], [-2.21704, 0.30674, -1.51910], [2.35217, 0.32722, 0.99516], [2.65059, -0.73969, -0.49545], [2.76731, 1.24483, -0.63504]]}

[2]
{"formula": "C22H23F32O5S2", "method": "ωB97M-V/def2-TZVPD", "total_charge": 1, "orbital_gap_ev": 8.540, "molar_mass_g_mol": 1039.5, "de_lowest_ev": 0.6603, "lumo_ev": -4.52, "e_tot_ha": -5220.0947, "multiplicity": 1, "species": ["C", "O", "C", "S", "S", "H", "H", "H", "H", "H", "H", "H", "C", "C", "C", "F", "F", "F", "F", "O", "C", "C", "F", "F", "F", "F", "H", "H", "H", "H", "C", "C", "C", "F", "F", "F", "F", "O", "C", "C", "F", "F", "F", "F", "H", "H", "H", "H", "C", "C", "C", "F", "F", "F", "F", "O", "C", "C", "F", "F", "F", "F", "H", "H", "H", "H", "C", "C", "C", "F", "F", "F", "F", "O", "C", "C", "F", "F", "F", "F", "H", "H", "H", "H"], "positions_angstrom": [[2.60299, -1.99704, 4.78421], [1.36488, -1.83258, 4.07807], [0.60470, -0.80132, 4.51051], [-0.83828, -1.41187, 5.50954], [-1.91229, -2.75115, 4.32335], [3.33802, -2.35917, 4.08055], [2.50201, -2.75121, 5.55502], [2.98742, -1.06360, 5.17416], [0.22467, -0.25953, 3.65026], [1.10354, -0.07779, 5.15197], [-1.61162, -0.29642, 5.63696], [-3.04155, -2.83845, 5.07583], [-2.02870, 4.91513, 5.61179], [-0.56673, 5.41164, 5.65503], [0.45928, 4.68349, 4.77959], [0.59201, 3.37918, 5.12704], [1.66644, 5.26166, 4.93520], [-0.14737, 5.43978, 6.93642], [-0.58826, 6.69070, 5.20878], [-2.46882, 4.05919, 6.67070], [-2.28182, 2.70494, 6.62358], [-1.38979, 2.22955, 7.76940], [-0.18358, 2.80439, 7.71972], [-1.20254, 0.88012, 7.64028], [-1.81369, 2.29563, 5.42309], [-3.48505, 2.11919, 6.78222], [-2.63674, 5.80837, 5.74009], [-2.29438, 4.51627, 4.63389], [0.18103, 4.74275, 3.72379], [-1.84428, 2.44632, 8.73656], [-1.47299, -1.62482, 0.79684], [-2.09405, -2.76778, -0.03302], [-1.33025, -3.25526, -1.26726], [-1.19754, -2.28781, -2.18775], [-2.02510, -4.26537, -1.83983], [-3.35444, -2.43117, -0.36537], [-2.17400, -3.83872, 0.81153], [-1.96095, -0.30411, 0.59174], [-1.41224, 0.52144, -0.37457], [-2.42985, 0.90614, -1.44931], [-2.89824, -0.18302, -2.07600], [-1.82297, 1.69279, -2.36655], [-0.30027, -0.01806, -0.88702], [-1.03971, 1.65075, 0.26024], [-1.76570, -1.83750, 1.82395], [-0.38294, -1.65617, 0.78507], [-0.33927, -3.62919, -0.99414], [-3.26881, 1.44680, -1.00673], [1.80736, 3.86350, -4.12800], [1.98334, 3.49128, -2.63967], [0.90252, 3.94331, -1.65533], [0.79900, 5.28067, -1.58422], [1.21358, 3.50541, -0.40602], [3.19522, 3.90576, -2.21688], [1.98387, 2.12912, -2.58414], [2.52428, 4.98852, -4.62181], [2.00226, 6.26553, -4.53935], [2.88077, 7.17132, -3.67563], [2.98483, 6.68673, -2.42355], [2.32106, 8.39704, -3.60240], [0.72556, 6.24880, -4.12625], [2.00325, 6.76928, -5.78586], [2.23739, 3.02696, -4.67624], [0.75775, 3.89739, -4.41753], [-0.07153, 3.52695, -1.92682], [3.88073, 7.25423, -4.10484], [0.44322, -8.01613, -4.92979], [0.38917, -8.00231, -6.47309], [1.60540, -7.45858, -7.22832], [1.83576, -6.16244, -6.94988], [1.37694, -7.55269, -8.55787], [-0.72888, -7.36199, -6.87096], [0.26586, -9.30158, -6.85587], [-0.21671, -6.96186, -4.23119], [0.41919, -5.77211, -3.95574], [-0.27109, -4.59166, -4.63928], [-0.27572, -4.74705, -5.97225], [0.40960, -3.45783, -4.35161], [1.72602, -5.83612, -4.24453], [0.33018, -5.58554, -2.61468], [-0.11794, -8.90242, -4.63922], [1.45508, -8.17246, -4.55870], [2.50094, -8.03985, -6.99067], [-1.30044, -4.49628, -4.29123]]}

[3]
{"formula": "C5H9N", "method": "ωB97M-V/def2-TZVPD", "total_charge": 0, "orbital_gap_ev": 11.969, "molar_mass_g_mol": 83.1, "de_lowest_ev": 1.5424, "lumo_ev": 0.90, "e_tot_ha": -250.6103, "smiles": "CCCCC#N", "multiplicity": 1, "species": ["C", "C", "C", "C", "C", "N", "H", "H", "H", "H", "H", "H", "H", "H", "H"], "positions_angstrom": [[1.69625, -0.44034, 1.03527], [0.47608, -0.68745, 0.16090], [-0.61850, 0.31657, 0.47300], [-1.57872, 0.19766, -0.71709], [-0.89558, 1.05067, -1.66224], [-0.81645, 1.82746, -2.50459], [1.52031, -0.47147, 2.12079], [2.42435, -1.20490, 0.78728], [2.15139, 0.53985, 0.83528], [0.01855, -1.68962, 0.32848], [0.84816, -0.57185, -1.07227], [-1.16815, 0.17603, 1.40313], [-0.12960, 1.31971, 0.55479], [-2.56308, 0.65185, -0.60071], [-1.75570, -0.69000, -1.36375]]}

[4]
{"formula": "C27H20BF4N6O6RuS6", "method": "ωB97M-V/def2-TZVPD", "total_charge": 0, "orbital_gap_ev": [6.151, 6.166], "molar_mass_g_mol": 904.8, "de_lowest_ev": 1.0658, "lumo_ev": [-2.28, -2.26], "e_tot_ha": -4729.1647, "s2": 0.759, "multiplicity": 2, "species": ["Ru", "N", "S", "C", "C", "C", "C", "C", "C", "C", "C", "C", "C", "C", "C", "H", "H", "H", "H", "H", "H", "H", "H", "H", "H", "H", "O", "S", "O", "N", "C", "S", "C", "C", "C", "C", "C", "C", "H", "H", "H", "H", "F", "B", "F", "F", "F", "S", "C", "S", "C", "N", "N", "C", "C", "C", "C", "C", "C", "S", "H", "H", "H", "H", "H", "O", "N", "O", "N", "O", "O"], "positions_angstrom": [[0.47839, -0.85110, 0.76167], [-1.10763, -0.25955, -0.39978], [-2.64327, -0.03283, 0.00013], [-3.55340, 0.01933, -1.53186], [-3.02718, 0.61632, -2.66881], [-3.79070, 0.65059, -3.82173], [-5.06498, 0.08970, -3.83196], [-5.57999, -0.49506, -2.68732], [-4.82222, -0.53042, -1.52493], [-2.80074, 1.72764, 0.38509], [-1.67721, 2.43062, 0.77548], [-1.81730, 3.75500, 1.17081], [-3.06269, 4.36019, 1.15111], [-4.18191, 3.64591, 0.73627], [-4.05979, 2.31834, 0.36496], [-0.83323, 0.27701, -1.21169], [-2.03896, 1.06019, -2.67261], [-3.39209, 1.12262, -4.71007], [-5.65700, 0.11860, -4.73735], [-6.56925, -0.93397, -2.69485], [-5.21475, -0.98848, -0.62456], [-0.70579, 1.95856, 0.78819], [-0.94750, 4.30003, 1.51473], [-3.16683, 5.39150, 1.46379], [-5.15246, 4.12432, 0.71011], [-4.93208, 1.75404, 0.05998], [-3.69542, -5.69210, -0.88262], [-3.49977, -4.28000, -0.79966], [-4.06789, -3.44142, -1.80951], [-1.86227, -3.93722, -0.68413], [-1.58411, -3.47804, 0.47469], [0.08800, -3.13025, 0.92664], [-2.71631, -3.34743, 1.43949], [-2.69069, -2.94578, 2.76142], [-3.90335, -2.85535, 3.43830], [-5.09865, -3.18807, 2.81048], [-5.11450, -3.63756, 1.49223], [-3.90916, -3.70150, 0.82945], [-1.75758, -2.69472, 3.24642], [-3.91174, -2.51098, 4.46485], [-6.03085, -3.11945, 3.35699], [-6.03865, -3.93608, 1.01216], [0.63621, 0.76701, 2.64543], [-0.49295, 0.22964, 3.33221], [-0.99786, -0.64633, 2.24600], [-0.08912, -0.57496, 4.36786], [-1.41376, 1.17292, 3.66914], [7.43458, -1.85353, -1.74414], [6.45015, -1.12081, -0.66021], [5.15830, -1.90734, 0.20651], [4.73853, -0.35952, 0.91363], [5.47968, 0.61271, 0.56679], [6.44332, 0.20215, -0.30252], [7.32826, 1.20381, -0.82806], [6.78852, 2.22827, -1.58402], [7.63068, 3.21656, -2.07221], [8.98869, 3.17588, -1.78981], [9.51207, 2.13879, -1.02877], [8.68037, 1.14063, -0.54529], [3.40542, 0.04499, 2.00084], [5.72503, 2.23545, -1.79340], [7.22291, 4.01228, -2.68243], [9.64307, 3.94766, -2.17442], [10.57102, 2.09994, -0.80780], [9.07549, 0.32417, 0.04445], [2.80029, -2.29744, 1.42924], [2.30381, -1.27429, 1.77573], [1.83515, -0.85228, -0.97161], [2.04573, 0.41729, -1.03197], [2.86094, 0.88194, -1.77968], [1.34898, 1.10125, -0.24354]]}